# 1
Molecular formula: C5H8O
Method: DFT, ωB97M-V/def2-TZVPD

Summary:
Relative energy (zero: lowest compared OMol25 entry of this formula, charge and spin)   110.55 kcal per mole

XYZ file:
```
14
Properties=species:S:1:pos:R:3:forces:R:3:mulliken_charge:R:1
C -1.214 0.005 -0.240 0.092 -0.043 -0.032 -0.038
C -1.574 1.432 0.180 -0.079 0.169 0.098 -1.206
C -0.141 -0.584 0.604 0.093 -0.085 -0.284 -0.724
C 0.900 -1.201 -0.167 -0.435 0.017 -0.100 0.310
C 2.217 -0.594 0.243 0.319 0.268 0.079 -0.441
O 1.926 -1.919 0.531 0.017 -0.068 0.036 -0.373
H -1.084 -0.061 -1.335 0.073 0.006 0.132 0.276
H -2.066 -0.652 0.011 0.107 0.018 0.016 0.247
H -2.546 1.737 -0.221 0.140 -0.061 0.026 0.339
H -0.825 2.139 -0.192 -0.077 -0.090 0.068 0.307
H -1.596 1.509 1.270 -0.036 -0.016 -0.163 0.342
H 0.818 -1.482 -1.223 -0.030 0.011 0.184 0.411
H 2.931 -0.407 -0.559 -0.145 -0.038 0.062 0.259
H 2.254 0.079 1.097 -0.040 -0.089 -0.124 0.290
```
Forces are in eV/Å.

=====

# 2
Molecular formula: C7H11BrNO
Method: DFT, ωB97M-V/def2-TZVPD

Summary:
Relative energy (zero: lowest compared OMol25 entry of this formula, charge and spin)   51.70 kcal per mole
Net charge   +1

XYZ file:
```
21
Properties=species:S:1:pos:R:3:forces:R:3:mulliken_charge:R:1
C 0.812 -1.000 1.719 2.345 -0.927 3.050 -0.047
C -0.366 -1.786 1.705 -0.767 -1.270 0.186 -0.383
C 1.180 -0.107 0.849 3.609 2.231 0.343 -0.928
C -1.110 -1.969 0.652 1.322 1.607 -4.363 -0.565
C 0.359 0.279 -0.269 -1.550 -1.176 -2.043 1.046
C -0.411 -0.973 -0.849 -2.865 -2.214 2.846 -0.090
C -0.734 1.251 0.149 3.307 -1.544 5.375 -1.404
N 1.149 0.732 -1.456 -0.027 -0.303 -4.151 -0.273
O -1.485 -0.543 -1.626 0.238 -0.338 0.346 -0.496
Br 0.643 -2.294 -1.881 0.099 0.583 0.390 -0.095
H 1.532 -1.258 2.571 -1.156 0.704 -1.230 0.320
H -0.560 -2.426 2.533 -0.136 -0.209 0.858 0.435
H 2.145 0.527 1.030 -1.770 -1.392 -0.369 0.251
H -1.836 -2.776 0.428 0.350 0.904 0.100 0.404
H -1.217 1.693 -0.590 -2.407 1.838 -3.180 0.482
H -0.264 1.985 0.893 -0.785 -0.728 -1.194 0.396
H -1.326 0.539 0.774 -0.270 1.167 -0.501 0.364
H 0.448 0.978 -2.232 0.574 -0.878 1.157 0.446
H 1.739 -0.084 -1.947 -1.236 1.759 1.600 0.351
H 1.649 1.621 -1.506 0.620 -0.128 1.191 0.370
H -2.288 -1.021 -1.342 0.505 0.313 -0.410 0.417
```
Forces are in eV/Å.

=====

# 3
Molecular formula: C4H7NO2
Method: DFT, ωB97M-V/def2-TZVPD

Summary:
SMILES   NC(=O)[C@H]1C[C@H]1O
Relative energy (zero: lowest compared OMol25 entry of this formula, charge and spin)   30.02 kcal per mole

XYZ file:
```
14
Properties=species:S:1:pos:R:3:forces:R:3:mulliken_charge:R:1
C 0.654 0.590 1.075 0.178 0.084 0.236 -0.579
C -0.050 0.552 -0.280 -0.050 0.030 -0.085 -0.261
C 1.462 0.557 -0.176 0.017 0.272 0.094 -0.131
O 2.280 -0.507 -0.502 -0.059 -0.302 0.063 -0.526
C -0.898 -0.654 -0.596 0.252 -0.255 -0.047 0.451
O -0.483 -1.699 -1.068 0.228 0.320 0.149 -0.614
N -2.234 -0.488 -0.323 0.044 -0.057 0.039 -0.449
H 1.773 -1.317 -0.394 -0.120 -0.287 -0.235 0.327
H 0.608 1.524 1.622 0.003 -0.147 0.111 0.262
H 0.693 -0.317 1.681 -0.258 0.182 -0.194 0.261
H -0.513 1.479 -0.613 0.083 -0.116 0.169 0.419
H 2.005 1.467 -0.411 -0.431 0.066 -0.213 0.353
H -2.499 0.134 0.425 -0.007 0.076 -0.172 0.235
H -2.797 -1.320 -0.440 0.121 0.136 0.086 0.253
```
Forces are in eV/Å.

=====

# 4
Molecular formula: C12H36N12O24
Method: DFT, ωB97M-V/def2-TZVPD

Summary:
SMILES   C[N+](=O)[O-].C[N+](=O)[O-].C[N+](=O)[O-].C[N+](=O)[O-].C[N+](=O)[O-].C[N+](=O)[O-].C[N+](=O)[O-].C[N+](=O)[O-].C[N+](=O)[O-].C[N+](=O)[O-].C[N+](=O)[O-].C[N+](=O)[O-]
Relative energy (zero: lowest compared OMol25 entry of this formula, charge and spin)   34.90 kcal per mole

XYZ file:
```
84
Properties=species:S:1:pos:R:3:forces:R:3:mulliken_charge:R:1
C 3.221 1.750 -3.852 -1.114 1.580 0.636 -0.617
N 1.730 1.464 -4.013 -1.195 -0.778 0.909 0.742
O 1.081 0.848 -3.157 1.349 0.235 -0.410 -0.264
O 1.165 1.973 -4.960 0.544 -0.006 -0.206 -0.548
H 3.301 2.457 -4.678 0.788 -0.088 0.274 0.353
H 3.911 0.913 -3.888 -0.688 -0.135 -0.112 0.198
H 3.274 2.274 -2.858 0.067 -0.515 -0.973 0.263
C -2.191 1.360 -4.366 1.082 -0.653 -1.349 -0.935
N -1.987 1.681 -2.948 0.259 -0.906 0.377 0.922
O -1.983 2.831 -2.608 0.050 0.586 0.122 -0.579
O -1.880 0.732 -2.181 -0.094 0.122 -0.033 -0.380
H -1.462 0.565 -4.769 -1.361 1.099 1.081 0.244
H -2.065 2.263 -4.924 0.507 0.601 -0.197 0.366
H -3.241 1.159 -4.482 -0.370 -0.818 0.095 0.332
C -6.068 -0.564 -1.684 1.462 -1.192 0.056 -0.800
N -4.895 -1.500 -1.340 -2.630 1.554 1.364 0.999
O -4.749 -1.659 -0.158 0.414 -0.211 1.322 -0.547
O -4.238 -1.994 -2.178 1.516 -0.972 -2.467 -0.568
H -6.246 -0.638 -2.727 -0.447 -0.233 -0.779 0.330
H -5.692 0.386 -1.441 0.421 1.425 0.342 0.277
H -6.857 -0.802 -1.010 -0.613 -0.316 0.170 0.309
C 4.597 -2.612 -2.224 0.694 -1.415 -0.987 -0.739
N 4.486 -2.209 -3.667 0.675 0.721 -1.287 0.907
O 4.810 -2.934 -4.603 -0.483 -0.104 1.816 -0.556
O 4.216 -1.032 -3.850 -0.327 -0.254 0.360 -0.592
H 3.936 -2.090 -1.581 -0.572 0.760 0.120 0.158
H 5.639 -2.457 -1.981 0.193 0.305 0.135 0.419
H 4.425 -3.672 -2.153 -0.206 -0.366 -0.116 0.307
C 0.967 -0.039 4.129 1.126 0.988 -0.541 -0.687
N -0.487 0.016 3.860 0.164 -0.066 -0.527 0.930
O -1.182 0.855 4.366 -0.184 0.358 0.337 -0.574
O -0.881 -0.834 3.074 -0.083 0.033 0.173 -0.475
H 1.396 0.769 4.730 -0.961 -0.039 0.309 0.287
H 1.470 0.128 3.154 -0.384 -0.870 0.496 0.170
H 1.129 -0.992 4.602 0.358 -0.412 -0.227 0.305
C -0.428 4.883 0.210 1.864 -1.937 -0.463 -0.482
N 1.119 4.858 0.061 -2.532 0.173 -2.276 1.016
O 1.706 5.478 0.872 1.815 0.961 2.053 -0.603
O 1.595 4.349 -0.937 -0.149 -0.340 0.320 -0.520
H -0.841 5.142 -0.752 -0.122 0.395 -0.015 0.293
H -0.611 5.479 1.073 -0.414 0.531 0.244 0.297
H -0.610 3.823 0.391 -0.493 0.163 0.116 0.020
C -0.829 -2.330 -2.638 -0.316 1.885 1.263 -0.421
N 0.444 -2.503 -3.350 -2.015 -0.364 -0.561 1.131
O 0.478 -2.167 -4.499 0.349 0.643 -1.069 -0.588
O 1.294 -3.103 -2.769 1.992 -0.750 1.043 -0.617
H -1.306 -1.365 -2.915 0.591 -0.664 0.257 -0.079
H -0.582 -2.387 -1.571 -0.242 0.208 -0.287 0.119
H -1.519 -3.104 -2.860 -0.297 -0.935 -0.547 0.438
C -2.825 1.078 1.214 -0.237 -0.944 0.011 -0.031
N -4.322 1.201 1.251 -1.357 0.207 -0.803 0.968
O -4.763 1.931 0.352 0.132 -0.541 0.883 -0.600
O -5.049 0.581 2.027 1.598 0.820 -0.693 -0.554
H -2.578 1.045 0.127 -0.007 0.097 1.048 -0.105
H -2.567 0.172 1.768 0.009 0.097 -0.294 -0.004
H -2.374 1.915 1.740 -0.178 0.231 -0.180 0.327
C -3.168 -3.799 4.048 -1.374 0.013 -1.038 -0.760
N -1.790 -3.713 4.499 2.372 -0.901 0.294 0.861
O -1.539 -3.440 5.653 -0.614 0.443 0.115 -0.548
O -0.901 -4.055 3.709 -1.173 0.430 0.223 -0.450
H -3.769 -2.910 4.266 0.628 0.047 0.226 0.297
H -3.679 -4.640 4.559 0.633 0.314 -0.467 0.288
H -3.082 -3.896 2.955 -0.402 -0.297 0.556 0.310
C 0.586 0.076 0.090 1.236 1.280 -0.558 0.391
N 1.225 1.328 0.633 0.193 -1.126 -0.599 1.136
O 0.536 1.982 1.366 -1.023 1.143 1.164 -0.636
O 2.368 1.595 0.354 0.164 -0.174 -0.199 -0.622
H -0.328 0.354 -0.368 -0.793 0.408 -0.495 -0.372
H 0.396 -0.570 0.897 0.015 -0.911 1.059 -0.139
H 1.301 -0.258 -0.625 0.243 -0.727 -0.461 0.248
C 3.520 5.051 3.938 1.357 0.619 -0.861 -0.520
N 4.352 3.922 4.413 -0.388 -0.670 0.047 0.891
O 3.822 3.275 5.296 0.150 -0.343 0.292 -0.536
O 5.425 3.657 3.913 -0.269 0.488 -0.049 -0.535
H 2.995 5.408 4.786 -0.217 0.590 0.749 0.303
H 2.791 4.690 3.246 -0.288 -0.531 -0.608 0.133
H 4.179 5.772 3.433 -0.389 -0.189 0.351 0.273
C 1.261 -5.336 0.972 -0.247 -0.246 -1.474 -0.704
N 1.900 -4.009 0.847 0.815 0.596 1.223 0.882
O 3.076 -3.926 0.497 -1.259 -0.223 -0.035 -0.545
O 1.216 -3.073 1.228 0.323 0.044 -0.644 -0.405
H 1.982 -6.068 1.305 0.274 -0.141 -0.533 0.319
H 0.768 -5.502 -0.011 0.746 -0.365 0.545 0.277
H 0.474 -5.285 1.677 -0.664 0.472 0.844 0.199
```
Forces are in eV/Å.

=====

# 5
Molecular formula: C32H56F3N5O20
Method: DFT, ωB97M-V/def2-TZVPD

Summary:
SMILES   CCOC(=O)C(F)(F)F.COC(=O)OC.COC(=O)OC.COC(=O)OC.COC(=O)OC.COC(=O)OC.COC(=O)OC.CC#N.CC#N.CC#N.CC#N.CC#N

XYZ file:
```
116
Properties=species:S:1:pos:R:3:forces:R:3:mulliken_charge:R:1
C 3.009 3.183 -1.528 -0.927 0.286 -0.633 -1.170
C 3.644 1.834 -1.969 -1.131 3.007 0.826 0.510
O 4.256 1.437 -0.753 2.939 -1.412 0.626 0.130
C 5.543 1.814 -0.401 -2.268 0.112 -1.258 0.085
O 6.195 2.718 -0.827 -0.281 -0.327 -0.329 -0.528
C 6.060 0.947 0.740 -0.261 1.122 -0.249 0.971
F 6.347 1.869 1.730 0.168 -1.754 -0.397 -0.252
F 5.137 0.074 1.148 1.158 0.192 0.420 -0.158
F 7.180 0.328 0.307 -0.774 0.191 1.055 -0.265
H 2.516 3.161 -0.556 0.345 -0.643 0.245 0.135
H 2.157 3.478 -2.140 0.271 0.137 -0.574 0.239
H 3.728 4.001 -1.482 0.111 -0.157 -0.228 0.446
H 4.313 2.044 -2.803 0.376 -0.447 0.238 0.517
H 2.861 1.130 -2.253 0.398 -0.229 0.371 -0.616
C -1.058 -0.806 3.353 -0.779 -0.109 0.335 -0.345
O -1.677 0.478 3.411 -1.818 1.640 -1.355 -0.321
C -2.962 0.687 2.867 0.481 -2.622 0.493 0.827
O -3.702 -0.213 2.482 1.240 1.587 0.449 -0.591
O -3.224 1.970 2.913 2.628 0.349 1.031 -0.303
C -4.467 2.536 2.677 -1.376 -0.771 -1.002 -0.385
H 0.012 -0.645 3.488 -0.160 0.072 -0.043 -0.120
H -1.249 -1.324 2.413 -0.067 0.048 0.068 0.216
H -1.463 -1.349 4.206 0.215 -0.473 -0.180 0.461
H -4.373 3.621 2.624 0.219 -0.221 0.154 0.193
H -5.173 2.222 3.446 -0.058 0.166 0.026 0.359
H -4.785 2.141 1.712 -0.510 0.337 -0.054 0.036
C 3.738 -3.353 0.868 -0.267 0.337 -0.087 -0.580
O 3.711 -2.286 -0.125 -0.356 -1.390 -1.043 -0.029
C 3.345 -2.617 -1.431 -0.008 -1.231 0.738 0.540
O 3.239 -3.738 -1.923 0.190 2.228 1.297 -0.609
O 3.107 -1.452 -2.019 0.035 0.442 0.236 -0.069
C 2.489 -1.453 -3.298 -0.548 -0.743 -1.086 -0.832
H 2.737 -3.733 1.074 0.013 0.121 -0.307 0.035
H 4.062 -2.883 1.797 0.246 0.086 -0.240 0.270
H 4.377 -4.205 0.634 0.130 0.303 -0.356 0.340
H 3.132 -1.874 -4.071 0.067 -0.044 0.150 0.353
H 2.176 -0.461 -3.623 0.469 0.230 0.552 0.275
H 1.565 -2.032 -3.285 0.084 -0.279 0.160 0.282
C 1.903 0.347 1.373 -0.602 0.779 -1.000 -0.334
O 0.829 -0.398 0.684 -0.178 -0.370 0.126 0.203
C 0.091 0.125 -0.299 1.235 1.049 -1.987 0.451
O 0.260 1.220 -0.838 -0.501 -1.359 1.169 -0.419
O -0.751 -0.817 -0.791 0.486 -0.528 1.357 -0.375
C -1.532 -0.562 -1.942 -0.176 1.485 -1.067 -0.431
H 2.279 1.146 0.734 -0.431 0.131 0.026 -0.192
H 2.793 -0.264 1.524 -0.678 -0.594 0.122 -0.062
H 1.468 0.761 2.283 0.263 -0.107 -0.046 0.479
H -2.260 -1.338 -2.177 0.276 -0.254 0.815 0.235
H -0.937 -0.433 -2.846 0.556 -0.246 0.079 0.068
H -2.063 0.388 -1.874 -0.231 -0.093 0.397 0.226
C -1.538 3.894 0.208 -0.422 -1.618 0.133 -0.048
O -2.412 5.018 0.188 0.297 0.650 -0.022 -0.368
C -3.645 4.851 -0.308 -0.055 -3.676 -0.002 0.777
O -4.112 3.764 -0.662 0.717 1.527 0.246 -0.523
O -4.284 5.964 -0.254 -1.736 2.067 -0.510 -0.394
C -5.686 6.077 -0.776 1.552 -0.313 0.335 -0.606
H -0.510 4.121 0.490 -0.238 0.822 -0.501 0.299
H -1.619 3.317 -0.713 0.335 0.368 -0.209 0.072
H -1.828 3.164 0.965 -0.456 0.148 0.272 -0.012
H -6.326 5.338 -0.295 0.095 0.276 0.191 0.287
H -5.719 5.901 -1.852 0.290 0.009 0.080 0.304
H -5.896 7.122 -0.550 -0.341 -0.357 0.035 0.221
C -5.485 -1.317 -4.933 0.688 0.014 -0.808 -0.703
O -5.850 -1.400 -3.574 -0.845 0.004 1.099 -0.347
C -5.342 -0.550 -2.661 2.366 0.805 -1.863 0.787
O -4.492 0.306 -2.930 -1.589 -1.206 0.689 -0.578
O -5.766 -0.893 -1.469 -0.798 -0.399 -0.170 -0.313
C -5.103 -0.338 -0.346 0.978 0.454 0.320 -0.265
H -5.465 -2.323 -5.351 -0.016 -0.142 0.395 0.249
H -4.490 -0.882 -5.032 -0.099 0.167 -0.028 0.290
H -6.201 -0.779 -5.554 -0.085 0.368 0.414 0.287
H -5.272 -1.006 0.499 -0.168 0.269 -0.165 0.295
H -5.395 0.695 -0.155 -0.426 -0.144 0.044 0.246
H -4.034 -0.276 -0.548 0.038 -0.217 0.049 0.030
C 3.258 -3.466 9.217 -0.056 0.194 -0.387 -0.593
O 2.701 -2.328 8.478 0.633 -0.337 -0.525 -0.314
C 3.361 -2.057 7.340 3.007 -1.259 -1.840 0.744
O 4.356 -2.689 6.869 -3.470 1.918 1.853 -0.593
O 2.831 -0.972 6.734 -0.293 -0.520 1.742 -0.290
C 3.334 -0.568 5.490 -0.169 -0.767 -1.845 -0.576
H 2.735 -3.559 10.168 0.009 0.520 -0.153 0.226
H 4.327 -3.297 9.346 -0.145 -0.138 0.094 0.291
H 3.087 -4.397 8.676 0.121 0.179 -0.228 0.285
H 2.527 -0.095 4.930 -0.082 0.448 0.512 0.218
H 3.530 -1.450 4.879 0.484 -0.122 0.135 0.311
H 4.212 0.077 5.475 -0.053 -0.077 0.591 0.277
C -0.883 -2.364 -6.372 0.302 -0.017 0.035 -0.420
C 0.586 -2.645 -6.462 0.078 0.344 0.479 0.377
N 1.738 -2.775 -6.460 -1.465 0.032 -0.091 -0.455
H -1.492 -3.240 -6.149 0.368 -0.292 -0.334 0.338
H -1.242 -1.888 -7.285 0.154 -0.186 -0.068 0.296
H -1.130 -1.670 -5.568 0.585 0.163 0.028 -0.098
C -0.515 2.576 -3.713 0.487 -1.087 -0.776 0.384
C -0.180 1.571 -4.742 -0.801 2.034 1.943 0.193
N 0.059 0.812 -5.542 0.615 -1.939 -1.847 -0.443
H -1.067 2.034 -2.945 -0.077 0.495 0.093 -0.340
H -1.083 3.359 -4.216 0.057 0.109 0.439 0.478
H 0.452 2.891 -3.321 -0.337 0.416 0.201 -0.280
C -4.684 -4.224 -2.659 -0.559 -0.926 -0.848 -0.224
C -5.577 -4.692 -3.773 0.688 1.015 0.753 0.244
N -6.235 -4.992 -4.664 -0.023 -0.139 0.015 -0.481
H -5.266 -3.787 -1.848 0.025 -0.123 -0.115 0.215
H -3.952 -3.500 -3.019 -0.169 -0.038 -0.123 -0.088
H -4.146 -5.115 -2.337 0.084 0.225 0.364 0.383
C 0.509 -4.283 0.083 1.262 0.374 0.114 -0.697
C -0.813 -4.673 -0.336 5.588 1.310 1.951 0.277
N -1.815 -4.952 -0.706 -5.848 -1.567 -2.089 -0.365
H 1.316 -4.683 -0.530 -0.372 -0.250 -0.486 0.372
H 0.805 -4.598 1.084 -0.670 0.052 0.168 0.420
H 0.619 -3.202 -0.006 -0.185 0.131 0.224 0.017
C 5.732 3.860 4.254 -1.635 -1.015 -0.705 -0.803
C 4.541 3.155 3.714 -4.142 -2.199 -2.005 0.474
N 3.549 2.667 3.255 4.418 2.027 2.067 -0.517
H 6.233 4.220 3.355 0.332 0.390 0.462 0.256
H 6.326 3.136 4.812 0.112 0.344 0.036 0.271
H 5.243 4.610 4.875 0.846 0.370 0.104 0.341
```
Forces are in eV/Å.

=====

# 6
Molecular formula: C4H8OS
Method: DFT, ωB97M-V/def2-TZVPD

Summary:
SMILES   O=CCCCS
Relative energy (zero: lowest compared OMol25 entry of this formula, charge and spin)   22.73 kcal per mole

XYZ file:
```
14
Properties=species:S:1:pos:R:3:forces:R:3:mulliken_charge:R:1
O 0.817 2.205 2.249 0.842 1.622 0.699 -0.441
C 0.502 1.089 2.021 -1.362 -0.971 -0.994 -0.127
C -0.236 0.729 0.754 -1.285 0.334 0.123 -0.599
C 0.581 -0.116 -0.209 1.446 -0.058 0.818 -0.347
C -0.399 -0.606 -1.220 -1.805 1.141 -0.212 -0.600
S 0.294 -1.729 -2.406 -0.161 -1.067 -0.211 -0.229
H 0.670 0.275 2.732 0.302 -0.367 0.277 0.351
H -0.597 1.665 0.268 0.560 -0.476 0.300 0.302
H -1.207 0.178 0.964 1.176 0.387 0.317 0.354
H 1.368 0.522 -0.682 -0.395 -0.597 0.417 0.281
H 1.109 -0.983 0.358 -0.911 1.296 -1.063 0.302
H -0.834 0.237 -1.848 0.554 -0.635 1.127 0.293
H -1.263 -0.970 -0.591 0.818 -0.381 -1.256 0.338
H -0.805 -2.495 -2.390 0.222 -0.228 -0.341 0.123
```
Forces are in eV/Å.

=====

Calculated total energy / eV: -7357.46139 -81007.61795 -9845.97810 -80014.60287 -90641.55936 -17159.46462
E_HOMO / eV: -8.52 -13.17 -9.62 -10.96 -10.86 -9.20